C34H35N6O3P2S3Sc | ωB97M-V/def2-TZVPD

Structure (XYZ):
```
84
Properties=species:S:1:pos:R:3:lowdin_charge:R:1
C 2.3310 2.1941 -2.8250 -0.077
C 1.8677 -1.9478 -3.3911 -0.370
H 1.3479 0.8118 -5.2950 0.115
N 0.1296 0.9876 0.6247 -0.032
C -1.5361 -3.3130 2.2301 -0.748
C -1.1453 0.4436 -3.7980 -0.342
H -4.3106 3.7389 0.3758 0.067
O 1.5689 -2.4991 -2.1854 -0.306
H 3.6203 -2.6953 -6.1894 0.105
C 3.0016 -2.1284 -5.5053 -0.067
H -1.1798 -1.6745 -4.1986 0.087
C 1.3958 -0.6793 -3.7502 -0.293
C 1.7323 -0.1587 -5.0013 -0.097
C -1.5474 -0.3790 4.3967 -0.130
H 2.9954 -3.6535 -3.9858 0.124
N -1.1493 0.5655 3.4932 0.085
C -2.7788 -0.6623 -5.1929 -0.069
H 2.1847 0.4891 0.3032 0.117
H 0.1576 4.8944 -1.1280 0.102
H -5.2881 1.0949 -2.0784 0.129
H 2.6295 2.8466 1.6501 0.127
N -2.5022 0.3349 -0.5244 -0.033
H -3.5584 -1.2473 4.8231 0.121
C 0.2445 2.8870 -1.8699 -0.143
H 1.4439 -4.6763 2.5603 0.063
H 1.1882 4.5235 2.7234 0.093
H -2.1756 -4.1973 4.1038 0.074
H -2.1921 -5.3169 2.7387 0.074
C -2.2432 0.9232 2.8611 -0.521
C -2.3818 -4.2823 3.0334 -0.141
C 2.8670 3.4461 -2.5459 -0.076
H -5.3881 -0.0429 3.4963 0.096
C 0.2340 4.0607 2.4868 -0.027
C -2.9507 1.4004 0.1269 -0.455
C 1.4787 1.1909 0.7165 -0.130
C -3.4032 0.5533 -5.4452 -0.092
H -5.6676 2.6493 0.7130 0.085
H -3.3383 2.6720 -5.1180 0.100
Sc -0.7318 -1.0249 -0.0723 0.424
H 2.5074 5.3993 -1.7333 0.101
C -3.4112 0.0476 -1.5070 -0.102
H 0.9441 -3.8285 4.0188 0.076
C -4.4103 0.9701 -1.4687 -0.031
H 3.8972 3.6579 -2.8027 0.104
H 2.7888 -0.4502 -6.8389 0.101
N -3.3449 0.3005 3.3536 -0.139
C 2.5367 -0.8685 -5.8731 -0.081
C -4.6684 0.3262 2.7696 -0.032
O -0.8742 -2.3086 -1.7287 -0.629
C 1.7119 2.3538 1.3811 -0.029
H -1.3521 2.5821 -3.6862 0.086
H -4.2774 0.5955 -6.0830 0.100
C 2.6633 -2.6669 -4.2795 -0.005
C -1.7572 1.6612 -4.0814 -0.092
P 0.2745 0.2282 -2.6358 1.131
H -3.4382 -4.0767 2.8705 0.047
P -2.2231 2.2317 1.5902 1.183
C 0.7716 4.1394 -1.6051 -0.087
H -3.2762 -0.7884 -2.1723 0.117
H -0.2649 3.7928 3.4174 0.089
H -0.8373 -0.8751 5.0368 0.106
H 2.9501 1.4369 -3.2895 0.102
H -0.7708 2.6570 -1.5682 0.089
C -2.8797 1.7151 -4.8989 -0.092
S 0.8249 -2.1774 1.4014 0.578
H -3.1644 -1.5725 -5.6347 0.109
O -0.1804 -3.8189 -3.4839 -0.420
H -0.3790 4.7723 1.9364 0.082
S 0.0629 -3.4500 -2.0969 0.850
C -1.6564 -0.7195 -4.3824 -0.094
H -5.4598 3.3322 -0.9074 0.095
C 0.5748 -4.3156 3.1110 -0.134
H -4.9363 1.3533 2.5166 0.070
C -0.4528 2.0137 1.2190 -0.483
H -4.6994 -0.3092 1.8822 0.069
H -0.0328 -5.1711 3.4026 0.060
C 1.0112 1.9004 -2.4991 -0.352
N -4.1096 1.8247 -0.4420 -0.118
C -0.1973 -3.3312 2.2661 -0.772
N 0.4824 2.8713 1.6899 -0.106
S -2.4470 -2.1403 1.2698 0.616
C -4.9348 2.9508 -0.0353 -0.030
C 2.0899 4.4224 -1.9423 -0.089
C -2.8976 -0.5672 4.3130 -0.079
```

As for the total energy: -4509.066138 hartree. For the energy relative to the best compared isomer or geometry (same formula, charge and spin), the calculation gives 15.8 kcal per mole. Its orbital gap is 6.252 eV. Its charge is 0. For the strongest force on any atom, the calculation gives 0.0121 hartree/bohr. The HOMO energy is -6.244 eV.

=====

C6H12P | ωB97M-V/def2-TZVPD

Structure (XYZ):
```
19
Properties=species:S:1:pos:R:3:lowdin_charge:R:1
H 0.4079 -3.0065 -1.8151 0.006
H -0.3552 2.3255 -1.6947 0.067
H -2.0186 1.8170 -1.3406 0.048
H -1.2749 -0.4628 1.7845 0.091
H -0.8400 2.4232 -0.1539 0.020
P -0.4752 0.1145 -0.5477 1.106
C -1.0052 1.8167 -0.9722 -0.247
H 0.9128 -0.6594 2.5674 0.128
C -0.6337 0.3196 1.3558 -0.296
H 2.6853 0.7000 1.1268 0.066
C 1.4275 0.3270 -0.4357 -0.179
H -1.0636 1.2652 1.5425 0.067
C -0.6641 -2.9666 -1.8567 0.195
H -1.1790 -3.4201 -0.9750 0.028
H 2.0436 0.4383 -1.2998 0.069
C 0.7443 0.2170 1.9296 -0.222
C 1.8001 0.3845 0.8382 -0.105
H 0.8499 1.0284 2.6326 0.120
H -1.3617 -2.6617 -2.6861 0.040
```

As for the total energy: -576.753831 hartree. For the energy relative to the best compared isomer or geometry (same formula, charge and spin), the calculation gives 99.9 kcal per mole. Its orbital gap (alpha / beta) is 8.653 / 5.689 eV. Its charge is +1. For the strongest force on any atom, the calculation gives 0.0966 hartree/bohr. The HOMO energy (alpha / beta) is -13.637 / -13.021 eV.

=====

C3H7NSSi | ωB97M-V/def2-TZVPD

Structure (XYZ):
```
13
Properties=species:S:1:pos:R:3:lowdin_charge:R:1
H -2.4577 -1.0786 0.6492 0.053
H -2.2542 1.0085 1.3629 0.128
C -2.1497 -0.4880 -0.2021 -0.408
C 0.3873 -0.0212 0.1119 -0.641
H -1.9048 1.7801 -0.2999 0.109
Si 3.2032 -0.1991 -0.1198 0.744
H 3.7575 -0.3365 -1.5662 -0.106
H 3.4973 -1.5044 0.4470 -0.149
H 3.2976 1.0445 0.6078 -0.143
C -1.7581 0.8757 0.3228 -0.291
N -0.2945 0.8717 0.6358 -0.109
H -2.8351 -0.7665 -1.0615 0.076
S -0.4887 -1.1861 -0.8879 0.735
```

As for the total energy: -860.789946 hartree. For the energy relative to the best compared isomer or geometry (same formula, charge and spin), the calculation gives 64.9 kcal per mole. Its orbital gap (alpha / beta) is 7.517 / 7.517 eV. Its charge is 0. For the strongest force on any atom, the calculation gives 0.0599 hartree/bohr. The HOMO energy (alpha / beta) is -8.118 / -8.118 eV.

=====

C38H27BrClN5O11PbS3 | ωB97M-V/def2-TZVPD

Structure (XYZ):
```
87
Properties=species:S:1:pos:R:3:lowdin_charge:R:1
C -3.2197 -2.7905 -1.8953 -0.066
C 0.7978 -0.5386 -5.0398 -0.089
H -5.5757 -1.5766 0.1576 0.121
H 1.2667 -2.8558 0.8575 0.083
N 5.2678 -5.4483 -0.4122 0.201
H 1.7689 -6.9258 4.0490 0.084
H 1.3126 -5.3869 -1.9048 0.117
H 6.9175 -2.6492 -1.2633 0.089
C 1.1918 -4.2258 4.0705 -0.028
N 2.0699 -1.5645 -0.5068 -0.001
O 1.1324 2.8905 0.9151 -0.100
C -3.5045 -1.6046 0.5579 -0.008
C 2.1265 -2.6679 0.2429 -0.121
C -0.8530 -2.7853 -1.8234 -0.175
H -1.5413 -6.0259 3.2239 0.106
Cl 3.7712 2.2389 6.6139 0.586
C -0.2806 -3.9874 -1.5201 -0.008
H -5.3315 -2.7876 -2.0284 0.100
C 4.3143 -3.2418 -0.5802 -0.143
C 0.8567 -4.4515 -2.2011 -0.061
C 0.8024 -2.9807 3.5987 -0.049
C 0.7994 -2.4720 -3.5870 -0.172
O -3.9983 1.4535 1.7991 -0.347
N 7.5747 -5.9070 -0.8096 0.127
S -1.0172 -1.2544 2.3709 0.644
O -2.2417 -1.0970 3.0996 -0.268
H 0.0878 -7.4543 4.1788 0.071
H -0.7194 -4.5916 -0.7347 0.129
O -3.4242 1.2243 -0.5152 -0.643
C -4.5992 -1.8842 -0.1908 -0.029
H -3.0331 -3.2210 -2.8683 0.138
S -2.9357 1.6898 0.8407 0.253
H 0.8871 -6.6481 5.5470 0.080
C 1.3688 -3.7165 -3.2258 -0.030
N -1.0748 -1.7125 0.7745 -0.106
S 5.7135 -8.1990 1.5394 0.738
O 5.4579 -6.9494 2.2501 -0.499
C -2.1901 -1.9368 0.1013 -0.343
C 3.7799 0.4487 4.5602 -0.113
H 2.1591 -4.3572 4.5414 0.118
C 2.3659 2.1558 2.8450 -0.140
H 1.4388 -2.1084 3.6829 0.104
C 0.7943 -6.6739 4.4581 -0.051
C -4.4647 -2.5348 -1.4367 -0.061
C -0.7419 -0.6233 -3.1789 -0.451
C 3.3709 1.7226 4.9908 -0.686
O -2.4753 3.0631 0.7614 -0.357
H 2.1767 -2.1550 -5.2105 0.109
C 1.3309 -1.7414 -4.6738 -0.050
C 3.5189 0.0489 3.2818 -0.014
H 2.2337 -4.0705 -3.7739 0.117
O 2.6337 0.4922 1.1546 -0.182
H 1.1761 -0.0043 -5.9029 0.098
C -0.4354 -2.8419 2.9892 -0.271
C 4.2634 -2.0657 -1.3111 -0.015
C 3.1298 -1.2861 -1.2528 -0.153
C 2.6758 2.5517 4.1591 -0.083
H -2.2391 -3.7994 2.3745 0.111
C 0.3558 -5.3366 3.9423 -0.277
C 2.8064 0.8763 2.3479 -0.402
H 5.0850 -1.7602 -1.9467 0.103
O 4.5123 -8.9848 1.3051 -0.498
O -1.7385 0.8012 1.1999 -0.627
C 6.3176 -6.2977 -0.4818 -0.534
H 8.7656 -4.3395 -1.3417 0.095
C 7.7515 -4.6308 -1.0755 -0.166
C 3.2186 -3.5364 0.2364 0.023
O 0.1200 -0.3548 2.5573 -0.371
Pb 0.3014 0.5417 0.1496 1.486
C -0.2241 0.0321 -4.2633 -0.133
H 4.2986 -0.2025 5.2524 0.099
H 3.0551 -0.3832 -1.8511 0.115
H -0.6041 1.0208 -4.4898 0.095
N -2.1051 -2.5024 -1.1663 -0.002
Br -1.9185 0.3821 -1.9152 0.990
H 2.3376 3.5209 4.5078 0.107
C 1.6142 3.0681 2.0313 -0.216
C -0.8802 -5.1730 3.3263 -0.043
H 1.4852 4.0739 2.4818 0.125
O 6.1340 -7.5536 -0.2549 -0.236
C -0.3022 -1.9444 -2.8488 -0.123
H 3.2296 -4.4391 0.8326 0.116
C -1.2737 -3.9351 2.8504 -0.063
H 3.8126 -0.9357 2.9368 0.113
H -3.5725 -1.0557 1.4841 0.088
C 5.4773 -4.1645 -0.6769 -0.239
C 6.7362 -3.6902 -1.0396 -0.036
```

As for the total energy: -6987.485522 hartree. For the energy relative to the best compared isomer or geometry (same formula, charge and spin), the calculation gives 36.2 kcal per mole. Its orbital gap is 7.063 eV. Its charge is -2. For the strongest force on any atom, the calculation gives 0.0453 hartree/bohr. The HOMO energy is -3.462 eV.